# 1
Formula: C20H28IN2O2P2Rh
Source: OMol25
Level of theory: ωB97M-V/def2-TZVPD

Results
E_LUMO = -7.85 eV
net charge = +2
gap between HOMO and LUMO = 6.1167 eV
HOMO level = -13.97 eV

CARTESIAN COORDINATES (ANGSTROEM)
Rh -0.5379 -0.5144 0.8752
C -1.0326 -1.1551 -3.7344
C 0.3215 -0.6891 -3.2923
N 1.2237 -0.3988 -4.1866
C 2.4366 0.0832 -3.8375
C 2.7470 0.4218 -2.5524
C 4.1399 0.9075 -2.2198
O 4.1649 2.1099 -1.4587
C 1.7890 0.1196 -1.5436
C 2.0510 0.5181 -0.2109
N 1.5058 0.0758 0.8937
C 2.2063 0.3604 2.1047
C 3.5809 0.6339 2.1092
C 4.2556 0.9475 3.2741
C 3.5904 0.9679 4.4917
C 2.2475 0.6408 4.5313
C 1.5959 0.3325 3.3501
I -0.4234 -0.2341 3.5139
C 0.6128 -0.5642 -1.8918
O -0.2462 -1.0521 -1.0367
H -1.1734 -0.9037 -4.7822
H -1.8191 -0.6944 -3.1326
H -1.1254 -2.2391 -3.6312
H 3.1512 0.2047 -4.6419
H 4.7095 1.0117 -3.1428
H 4.6354 0.1452 -1.6155
H 4.1694 2.8705 -2.0487
H 2.8107 1.2924 -0.1249
H 4.1355 0.5865 1.1821
H 5.3133 1.1680 3.2284
H 4.1125 1.2097 5.4069
H 1.7179 0.6200 5.4745
C -2.8493 -3.0472 2.0996
P -2.3857 -1.9789 0.7172
C -2.4030 -3.0460 -0.7350
C -3.8285 -0.8826 0.5160
C -3.4656 0.2765 -0.3908
P -2.0294 1.1833 0.2778
C -1.6077 2.3501 -1.0283
C -2.7282 2.1711 1.6193
H -3.8166 -3.4959 1.8683
H -2.9206 -2.4841 3.0290
H -2.1125 -3.8414 2.2227
H -3.3698 -3.5507 -0.7691
H -1.6096 -3.7895 -0.6579
H -2.2432 -2.4645 -1.6392
H -4.1173 -0.5342 1.5110
H -4.6671 -1.4528 0.1113
H -4.3036 0.9692 -0.4973
H -3.1929 -0.0758 -1.3890
H -2.5308 2.8364 -1.3475
H -1.1490 1.8371 -1.8748
H -0.9128 3.1022 -0.6543
H -3.4751 2.8395 1.1878
H -1.9536 2.7643 2.1051
H -3.1944 1.5315 2.3670

# 2
Formula: C5H8O2
Source: OMol25
Level of theory: ωB97M-V/def2-TZVPD

Results
E_LUMO = 1.01 eV
gap between HOMO and LUMO = 10.3181 eV
HOMO level = -9.31 eV

CARTESIAN COORDINATES (ANGSTROEM)
C -0.1426 1.3051 -0.3885
C -0.2415 -0.0972 0.1407
C -0.9511 -1.2256 -0.5293
C -1.3295 -0.8275 0.8793
O 1.0700 -0.3740 0.7170
C 2.1065 0.2741 0.2141
O 2.3366 0.6274 -0.9371
H -0.7966 1.5097 -1.2176
H 1.0104 1.1695 -1.1145
H -0.4502 2.0050 0.4392
H -1.6285 -0.9591 -1.3375
H -0.4243 -2.1640 -0.6612
H -2.2711 -0.3155 1.0586
H -1.0400 -1.5230 1.6687
H 2.8640 0.4388 0.9658

# 3
Formula: C2H6NS
Source: OMol25
Level of theory: ωB97M-V/def2-TZVPD

Results
E_LUMO = 4.37 eV
net charge = -1
gap between HOMO and LUMO = 7.0336 eV
HOMO level = -2.66 eV

CARTESIAN COORDINATES (ANGSTROEM)
C 0.9436 0.3235 0.8098
C -1.1153 1.0051 -0.0619
N -0.3694 0.9410 0.9582
H 1.6262 0.8945 1.4454
H 1.2821 0.2647 -0.2272
H 0.8845 -0.7061 1.1637
H -2.1070 1.4296 0.0820
H -0.7933 0.6838 -1.0531
S -0.0938 -1.8408 -1.2271
H -0.2576 -2.9953 -1.8900

# 4
Formula: C26H55ClF3NO6PSi
Source: OMol25
Level of theory: ωB97M-V/def2-TZVPD

Results
E_LUMO = -2.25 eV
net charge = +1
gap between HOMO and LUMO = 9.0949 eV
HOMO level = -11.35 eV

CARTESIAN COORDINATES (ANGSTROEM)
C -1.0810 -5.7485 -2.3345
C -1.7709 -4.5161 -1.8026
O -1.4285 -4.3272 -0.4063
P -0.5102 -3.1025 0.0229
O 0.5270 -2.7527 -0.9659
C -1.6232 -1.7655 0.4527
C -0.9883 -0.5546 1.1681
C 0.4974 -0.3209 0.8467
Si 0.8974 0.3538 -0.8462
Cl -0.6150 0.1083 -2.2012
C 2.5355 -0.1868 -1.4995
C 2.7980 0.1670 -2.9809
C 2.8059 -1.0733 -3.8719
C 3.3354 -0.8443 -5.2924
C 2.8158 0.3926 -6.0560
C 1.7317 0.1218 -7.1176
C 0.3027 0.3916 -6.6452
C -0.1345 -0.5750 -5.5577
O -1.5416 -0.5107 -5.2928
C -2.4358 -0.8348 -6.2649
C -2.0945 -1.9680 -7.2090
O -3.4734 -0.2570 -6.3157
C 0.9471 2.2839 -0.6151
F 2.1501 2.7062 -0.1347
F 0.7055 2.9835 -1.7402
F 0.0194 2.7103 0.3111
O 0.0003 -3.5626 1.4544
C 0.8126 -4.7600 1.5581
C -0.0059 -5.9363 2.0676
H -1.4374 -6.6420 -1.8216
H -1.2859 -5.8610 -3.3997
H -0.0029 -5.6661 -2.1921
H -2.8551 -4.6171 -1.8339
H -1.4818 -3.6283 -2.3693
H -2.0715 -1.4502 -0.4920
H -2.4204 -2.2090 1.0508
H -1.1257 -0.6651 2.2453
H -1.5563 0.3336 0.8779
H 0.9125 0.4052 1.5582
H 1.0779 -1.2359 0.9765
H 3.3078 0.2367 -0.8496
H 2.5589 -1.2720 -1.3587
H 3.7499 0.6961 -3.0809
H 2.0342 0.8637 -3.3421
H 1.8022 -1.5075 -3.8919
H 3.4356 -1.8290 -3.3924
H 4.4261 -0.8020 -5.2430
H 3.1037 -1.7353 -5.8841
H 2.4315 1.1398 -5.3551
H 3.6634 0.8708 -6.5487
H 1.9206 0.7488 -7.9903
H 1.8054 -0.9174 -7.4580
H 0.2334 1.4129 -6.2601
H -0.3873 0.3277 -7.4918
H 0.1766 -1.5956 -5.8023
H 0.3185 -0.3187 -4.6030
H -2.0000 -1.5738 -8.2214
H -1.1946 -2.5152 -6.9483
H -2.9445 -2.6488 -7.2047
H 1.2631 -4.9642 0.5843
H 1.6245 -4.5036 2.2375
H -0.2669 -6.6215 1.2624
H 0.5350 -6.4857 2.8369
H -0.9392 -5.5745 2.4985
C -1.3048 3.5932 3.1081
C -0.4260 4.0277 4.2588
N -1.1606 4.3656 5.5433
C -2.1129 5.4889 5.2623
C -0.1736 4.9131 6.5579
C 0.9230 3.9901 7.0604
C -2.0011 3.2289 6.0869
C -1.3714 1.8686 6.3250
O -0.9196 1.3169 5.1164
C 0.0382 0.2709 5.2499
H -1.9372 4.3953 2.7297
H -0.6467 3.2967 2.2945
H -1.9159 2.7287 3.3562
H 0.1226 4.9352 4.0022
H 0.2896 3.2518 4.5039
H -1.5578 6.3159 4.8264
H -2.5736 5.8002 6.1965
H -2.8782 5.1508 4.5723
H -0.7759 5.2757 7.3906
H 0.2654 5.7798 6.0654
H 0.5859 3.3451 7.8670
H 1.7146 4.6191 7.4662
H 1.3688 3.3804 6.2770
H -2.8277 3.1112 5.3886
H -2.4081 3.5947 7.0308
H -2.1862 1.2625 6.7435
H -0.5802 1.8969 7.0741
H 0.0116 -0.1713 6.2474
H 1.0444 0.6507 5.0532
H -0.1970 -0.5015 4.5204

# 5
Formula: C4H7BrN
Source: OMol25
Level of theory: ωB97M-V/def2-TZVPD

Results
E_LUMO (alpha / beta) = -6.30 / -6.50 eV
net charge = +1
gap between HOMO and LUMO (alpha / beta) = 7.9176 / 7.5022 eV
HOMO level (alpha / beta) = -14.21 / -14.00 eV

CARTESIAN COORDINATES (ANGSTROEM)
C -1.9806 -1.0540 -0.4261
C 0.1690 1.6811 0.4094
C -0.8909 -0.4153 -0.2614
C 1.4925 -0.2685 -0.5350
N 0.1472 0.3086 -0.0694
Br 1.9372 3.0197 1.7800
H -2.2636 -1.7940 0.3433
H -2.8235 -1.1304 -1.1618
H 0.7501 2.0880 -0.3628
H -0.6667 2.2689 0.7777
H 1.6477 -1.1712 0.0220
H 2.2245 0.4131 -0.1174
H 1.3411 -0.4267 -1.5817

# 6
Formula: C4H11N2
Source: OMol25
Level of theory: ωB97M-V/def2-TZVPD

Results
E_LUMO = -2.87 eV
net charge = +1
SMILES string = C[C@H]1C[N@+]1(C)N
gap between HOMO and LUMO = 12.2147 eV
HOMO level = -15.08 eV

CARTESIAN COORDINATES (ANGSTROEM)
C -1.2073 -1.2835 0.9736
C 0.0237 -1.0630 0.1805
C -0.1139 -0.3755 -1.1770
N 0.6408 0.2312 -0.0947
C -0.1202 1.5033 0.4749
N 1.9628 0.3973 -0.0850
H -1.4936 -2.2942 0.6178
H -2.0844 -0.6118 0.7962
H -1.0037 -1.3074 2.1441
H 0.7997 -1.9726 0.2631
H 0.5804 -0.6273 -2.0657
H -1.0221 0.1176 -1.4465
H 0.0523 2.4410 -0.0875
H -1.1989 1.2987 0.4585
H 0.1805 1.6483 1.4693
H 2.5081 -0.4659 -0.0024
H 2.2218 0.8722 -0.8900

# 7
Formula: C35H29N7O4PdS
Source: OMol25
Level of theory: ωB97M-V/def2-TZVPD

Results
multiplicity = 5
<S²> = 6.09
E_LUMO (alpha / beta) = -1.51 / -2.75 eV
gap between HOMO and LUMO (alpha / beta) = 4.3262 / 6.0260 eV
HOMO level (alpha / beta) = -5.84 / -8.78 eV

CARTESIAN COORDINATES (ANGSTROEM)
Pd 5.7020 10.4511 12.1917
C 5.5676 14.7938 12.3435
C 5.6196 13.5285 11.8351
N 5.2878 12.5065 12.6487
C 5.1272 12.7347 13.9564
C 5.0838 14.0413 14.4280
N 5.2530 15.0464 13.6211
C 4.9059 11.5523 14.7411
C 4.7372 11.4555 16.1445
C 4.8775 10.2244 16.7387
C 4.7163 9.0907 15.9489
C 4.6846 9.2132 14.5480
N 4.9268 10.4480 13.9975
C 4.5230 8.1520 13.5734
C 3.9969 6.9129 13.7613
N 3.7052 6.1294 12.7064
C 4.0374 6.5276 11.4891
C 4.7035 7.7318 11.2942
N 4.9393 8.4681 12.3459
C 5.0023 10.0946 18.1873
C 4.7091 11.1742 19.0842
C 4.6661 10.8706 20.4305
N 4.9214 9.6591 20.9623
C 5.2485 8.6742 20.1036
C 5.4051 8.8625 18.7430
H 5.8462 15.6750 11.7281
H 5.8106 13.3737 10.7723
H 5.0881 14.2481 15.4737
H 4.6315 12.3450 16.7375
H 4.7619 8.1402 16.4106
H 3.7145 6.5076 14.7092
H 3.7113 5.9076 10.6268
H 5.0988 8.0311 10.3340
H 4.6078 12.1893 18.7519
H 4.3369 11.6456 21.1751
H 5.3863 7.7155 20.6213
H 5.8103 8.0498 18.1922
C 6.5478 10.4189 10.5570
C 7.2204 11.0201 9.5362
C 8.5072 11.6536 9.6911
C 9.1465 12.1717 8.6088
C 8.5934 11.9789 7.2909
C 7.3701 11.3321 7.1529
C 6.6223 10.8612 8.2162
H 8.9570 11.7358 10.6960
H 10.1050 12.6889 8.7547
H 9.0831 12.4586 6.4401
H 7.0460 11.1344 6.1251
H 5.6802 10.3547 8.1346
C 9.3276 13.9706 15.8867
C 9.5720 12.5192 16.0518
C 8.4398 11.7623 16.4242
C 8.5170 10.4204 16.6765
C 9.7697 9.8124 16.4121
C 10.9261 10.5513 16.2921
C 10.8108 11.9305 16.1096
S 9.9487 8.0060 16.4553
O 11.0767 7.5643 17.2400
O 8.6281 7.5498 16.8602
N 10.1989 7.7364 14.8602
C 9.1990 7.0846 14.0605
C 8.2433 8.0188 13.2699
C 8.6171 9.5223 13.2733
O 9.8393 9.9406 13.1325
O 7.6566 10.3810 13.4560
H 8.4716 14.1186 15.1891
H 10.2066 14.4620 15.4063
H 9.1490 14.4532 16.8669
H 7.4855 12.2551 16.2666
H 7.6823 9.8629 17.1272
H 11.8839 10.0713 16.1841
H 11.7091 12.5076 15.9676
H 10.8148 8.4129 14.3824
H 8.7044 6.4652 14.7805
H 9.7737 6.4303 13.3832
H 7.1857 7.8656 13.6066
H 8.2455 7.6527 12.2360

# 8
Formula: C32H22IN8O2PdS
Source: OMol25
Level of theory: ωB97M-V/def2-TZVPD

Results
E_LUMO = -11.31 eV
net charge = +3
gap between HOMO and LUMO = 4.6067 eV
HOMO level = -15.91 eV

CARTESIAN COORDINATES (ANGSTROEM)
Pd 0.6683 -0.5063 -0.3960
C 3.1624 -2.0008 2.2570
O 2.4175 -0.8648 1.7459
C 2.8418 0.3517 1.9872
C 4.0236 0.6405 2.6731
C 4.3178 1.9395 3.0128
C 3.4448 3.0197 2.7045
C 2.3021 2.7752 2.0257
C 1.9780 1.4448 1.5907
N 0.9035 1.2193 0.8279
N -0.0115 2.1451 0.8669
C -0.9281 2.4258 -0.0291
C -0.6687 2.2437 -1.5222
O 0.4788 2.0652 -1.8771
C -1.8031 2.3314 -2.4207
C -2.9706 2.8030 -1.9640
C -3.1755 3.2037 -0.5709
C -4.3791 3.7473 -0.1717
C -4.5686 4.1440 1.1557
C -3.5588 3.9909 2.0996
C -2.3519 3.4367 1.7218
C -2.1450 3.0335 0.3894
H 4.1385 -2.0552 1.7770
H 3.2624 -1.9203 3.3376
H 2.5631 -2.8684 2.0047
H 4.6959 -0.1539 2.9596
H 5.2373 2.1422 3.5483
H 3.7043 4.0246 3.0056
H 1.6368 3.5842 1.7525
H -1.6248 2.1006 -3.4621
H -3.8050 2.9372 -2.6423
H -5.1779 3.8767 -0.8905
H -5.5125 4.5868 1.4463
H -3.7116 4.3228 3.1170
H -1.5443 3.3452 2.4375
S -4.4119 -5.8398 -1.2565
N -4.2874 -4.7072 -0.1237
C -3.2172 -3.9860 -0.4213
C -2.7367 -2.8445 0.3287
C -3.3505 -2.3382 1.4781
C -2.7974 -1.2397 2.0991
C -1.6510 -0.6579 1.5686
N -1.0594 -1.1265 0.4716
C -1.5849 -2.2167 -0.1418
C -0.8868 -2.6907 -1.3189
N 0.2377 -2.0141 -1.6655
C 0.8920 -2.3644 -2.7694
C 0.4749 -3.4278 -3.5662
C -0.6437 -4.1462 -3.2110
C -1.3506 -3.7714 -2.0622
C -2.5483 -4.4317 -1.5850
N -3.1238 -5.4832 -2.1475
H -4.2420 -2.8180 1.8619
H -3.2349 -0.8241 2.9955
H -1.1985 0.1997 2.0447
H 1.7685 -1.7883 -3.0247
H 1.0422 -3.6733 -4.4527
H -0.9904 -4.9850 -3.8012
I 6.5251 -1.3715 -1.9837
C 4.6713 -0.5040 -1.7851
C 4.2621 0.7458 -2.2169
N 2.9791 0.8957 -1.8638
N 2.5176 -0.1968 -1.2327
C 3.5428 -1.0531 -1.1786
H 4.7938 1.5202 -2.7458
H 2.3381 1.6503 -2.0696
H 3.4300 -2.0236 -0.7221

# 9
Formula: C25H42CaCl3N2O2P2S3Sb
Source: OMol25
Level of theory: ωB97M-V/def2-TZVPD

Results
E_LUMO = -0.13 eV
gap between HOMO and LUMO = 7.4562 eV
HOMO level = -7.58 eV

CARTESIAN COORDINATES (ANGSTROEM)
Ca 0.7357 0.5571 0.7698
C 2.0656 4.5182 1.8979
P 0.9150 3.3905 1.0630
C 1.7134 3.2181 -0.6066
C -0.4668 4.5272 0.7139
C -1.5088 3.8708 -0.1905
P -1.7553 2.0806 0.1385
C -2.4278 2.1308 1.8398
C -3.2426 1.8015 -0.8776
H 3.0045 4.0096 2.0551
H 1.6500 4.7385 2.8924
H 2.1961 5.4484 1.3421
H 1.7914 4.1868 -1.1110
H 1.1475 2.5381 -1.2548
H 2.7144 2.8108 -0.4338
H -0.1089 5.4663 0.2773
H -0.9173 4.7937 1.6736
H -1.1940 3.9626 -1.2243
H -2.4657 4.3911 -0.1354
H -3.2654 2.8070 1.9493
H -1.6400 2.4369 2.5212
H -2.7578 1.1179 2.0944
H -4.0557 2.4992 -0.6120
H -3.5881 0.7809 -0.7311
H -2.9742 1.9515 -1.9220
C -5.5596 -0.5974 1.0246
C -4.8366 -1.8956 1.3135
C -5.7165 -3.0734 0.9193
Sb -2.8319 -1.7841 0.4847
C -1.9517 -3.2961 1.7458
C -2.0569 -2.8212 3.1892
C -2.3649 -4.7594 1.6576
C -3.3749 -2.5673 -1.4453
C -3.3023 -4.0730 -1.6696
C -2.7641 -1.7696 -2.6021
H -6.5506 -0.6024 1.5158
H -5.7303 -0.4441 -0.0394
H -5.0064 0.2721 1.3932
H -4.6804 -1.9340 2.4034
H -5.9110 -3.1087 -0.1473
H -6.6963 -2.9840 1.4073
H -5.2923 -4.0247 1.2166
H -0.9024 -3.2390 1.4626
H -3.0669 -2.9066 3.5710
H -1.7399 -1.7774 3.3064
H -1.4092 -3.4267 3.8247
H -3.4314 -4.9033 1.8622
H -1.8021 -5.3323 2.4159
H -2.1375 -5.1970 0.6877
H -4.4308 -2.3041 -1.4186
H -2.2704 -4.3993 -1.6319
H -3.7271 -4.3123 -2.6509
H -3.8805 -4.6247 -0.9214
H -1.7009 -1.9157 -2.6946
H -2.9395 -0.6999 -2.4945
H -3.2332 -2.0797 -3.5280
Cl 1.7816 -2.0547 1.4677
C 1.7637 -2.1620 -0.4214
Cl 2.5380 -3.6623 -0.8727
Cl 2.7116 -0.7588 -1.0372
C 0.2165 -2.1028 -0.8392
O -0.3784 -3.1656 -0.8747
O -0.1582 -0.9010 -0.9384
S 7.2720 -1.8119 -0.2366
C 6.1516 -0.6724 0.2247
S 5.0484 -0.8990 1.5700
C 4.2612 0.6337 1.2598
N 4.8172 1.2395 0.2655
N 5.8586 0.5461 -0.2712
C 6.5717 1.1553 -1.3477
C 7.9613 1.1529 -1.3637
C 8.6376 1.7807 -2.4095
C 7.9145 2.4328 -3.3944
C 6.5422 2.4734 -3.3481
C 5.8552 1.8131 -2.3300
S 2.9272 1.2007 2.1718
H 8.5218 0.6785 -0.5673
H 9.7125 1.7924 -2.4487
H 8.4381 2.9754 -4.1550
H 6.0045 3.0406 -4.0962
H 4.7629 1.8221 -2.2950

# 10
Formula: C9H11NOS2
Source: OMol25
Level of theory: ωB97M-V/def2-TZVPD

Results
E_LUMO (alpha / beta) = -0.69 / -0.70 eV
gap between HOMO and LUMO (alpha / beta) = 6.0373 / 6.0329 eV
HOMO level (alpha / beta) = -6.73 / -6.73 eV

CARTESIAN COORDINATES (ANGSTROEM)
C 3.5903 0.7546 -0.4914
C 3.4634 -0.6963 -0.5650
C 2.4712 1.4661 -0.2082
C 2.1820 -1.2103 -0.5196
C 1.1270 0.9686 0.0364
C 1.0499 -0.4203 -0.3058
C -1.3052 -0.3215 -0.1329
C -3.1999 0.8362 -1.4512
C -2.1847 -1.6294 2.1662
N 0.1509 1.6672 0.5525
O -0.2098 -1.0960 -0.2097
S -1.4492 1.0218 -1.1792
S -2.6632 -0.9948 0.5740
H 4.5966 1.1176 -0.4794
H 4.2618 -1.4226 -0.7806
H 2.6994 2.5766 -0.0519
H 2.0931 -2.2749 -0.6300
H -3.6357 -0.2323 -1.8298
H -3.5823 1.5877 -2.1654
H -3.6738 0.9313 -0.4600
H -2.2852 -0.9109 2.9884
H -1.0898 -1.7278 2.0046
H -2.8992 -2.4920 2.2337
H 0.4923 2.5016 0.9043

no.,E (a.u.)
1,-2129.36649
2,-345.68424
3,-532.74209
4,-2920.44260
5,-2784.94251
6,-268.16566
7,-2561.18291
8,-2643.99609
9,-5413.57302
10,-1275.75076